C30H47Cl2N2PSeTi as an isolated structure. Source: OMol25; level of theory: ωB97M-V/def2-TZVPD.

DFT total energy ... -157650.9093 eV
Gap between HOMO and LUMO (spin up / spin down) ... 6.041 / 6.042 eV
Molar mass ... 664.4 g/mol
LUMO energy (spin up / spin down) ... -0.18 / -0.18 eV
Largest force on an atom ... 4.848 eV/Å
HOMO level (spin up / spin down) ... -6.219 / -6.221 eV

Geometry as ORCA input:
```
! RIJCOSX wB97M-V def2-TZVPD def2/J DEFGRID3
* xyz 0 1
P 0.082 0.632 -0.923
C -1.536 0.141 -1.723
C -2.026 0.965 -2.918
C -3.461 0.563 -3.283
C -3.633 -0.946 -3.485
C -3.029 -1.786 -2.352
C -1.593 -1.365 -2.015
C 1.453 0.034 -2.050
C 1.348 0.399 -3.533
C 2.664 0.037 -4.237
C 3.080 -1.424 -4.021
C 3.032 -1.861 -2.552
C 1.716 -1.469 -1.877
C 0.146 2.487 -1.125
C -0.989 3.131 -0.311
C -0.954 4.665 -0.363
C 0.404 5.267 0.013
C 1.552 4.606 -0.753
C 1.502 3.073 -0.704
H -2.226 0.339 -0.879
H -1.371 0.815 -3.787
H -2.008 2.039 -2.695
H -3.781 1.102 -4.183
H -4.123 0.891 -2.472
H -4.700 -1.186 -3.579
H -3.152 -1.232 -4.427
H -3.640 -1.672 -1.448
H -3.045 -2.852 -2.616
H -1.228 -1.940 -1.153
H -0.944 -1.608 -2.872
H 2.322 0.574 -1.630
H 3.452 0.688 -3.841
H 1.136 1.470 -3.671
H 0.522 -0.154 -4.004
H 2.583 0.253 -5.308
H 4.094 -1.580 -4.412
H 2.410 -2.070 -4.602
H 3.170 -2.946 -2.471
H 3.862 -1.395 -2.006
H 1.729 -1.738 -0.813
H 0.900 -2.046 -2.333
H -0.012 2.641 -2.207
H -1.976 2.780 -0.645
H -0.895 2.795 0.730
H -1.199 4.980 -1.384
H -1.739 5.065 0.289
H 0.572 5.156 1.093
H 0.398 6.344 -0.194
H 2.513 4.942 -0.350
H 1.519 4.935 -1.798
H 2.320 2.666 -1.314
H 1.702 2.752 0.325
Ti 0.585 -0.524 2.465
Cl 2.439 0.502 1.597
Cl -1.326 0.725 2.346
C -0.125 -2.065 1.434
H -1.155 -2.074 1.060
C 0.603 -3.303 1.309
C 2.019 -3.307 1.357
C 2.734 -4.505 1.311
C 2.061 -5.732 1.228
C 0.660 -5.751 1.139
C -0.064 -4.559 1.142
H 2.555 -2.351 1.441
H 3.821 -4.487 1.346
H 0.133 -6.703 1.071
H -1.145 -4.569 1.061
H 2.620 -6.667 1.229
C 0.717 2.279 5.036
N -0.356 1.378 5.418
C -1.567 1.754 5.972
C -2.349 0.646 6.038
N -1.612 -0.402 5.513
C -2.108 -1.752 5.277
C -0.354 0.025 5.200
Se 1.124 -1.055 4.731
H 0.576 3.222 5.578
H 0.710 2.494 3.949
H 1.688 1.835 5.298
H -1.754 2.770 6.283
H -3.346 0.528 6.411
H -2.265 -2.283 6.225
H -3.062 -1.712 4.726
H -1.377 -2.311 4.673
*
```